i) DFT (ωB97M-V/def2-TZVPD) results for one molecule with the formula C3HNO3.

Its LUMO energy is -2.17 eV. The calculation puts the HOMO-LUMO gap at 9.5 eV. The total charge is 0. The calculation puts the HOMO energy at -11.642 eV.

Geometry (Å):
N: 2.523 -0.479 -0.113
C: 1.442 -0.150 -0.181
C: 0.150 0.675 -0.077
O: 0.053 1.846 0.279
C: -0.819 -0.349 -0.156
O: -0.485 -1.537 0.383
O: -2.022 0.047 -0.227
H: -2.662 -0.548 -0.212



ii) DFT (ωB97M-V/def2-TZVPD) results for one molecule with the formula C3HNO3.

Its LUMO energy is -0.98 eV. The calculation puts the HOMO-LUMO gap at 8.5 eV. The total charge is 0. The calculation puts the HOMO energy at -9.449 eV.

Geometry (Å):
O: 1.957 0.138 -0.895
C: 1.334 -0.283 0.007
N: -0.278 -0.587 0.431
C: -0.489 0.817 0.080
O: -0.354 1.982 0.336
C: -1.453 -0.294 -0.182
O: -2.490 -0.776 -0.502
H: 1.774 -0.996 0.725



Which one is most stable, and which one is least stable? i) is the most stable of them, while ii) is the least stable.